Computed, not measured: a 10-piece molecular cluster, C36H88N4O16 overall in a non-equilibrium geometry, with ωB97M-V/def2-TZVPD.

Structure (XYZ):
```
144
Properties=species:S:1:pos:R:3
O 3.3929 2.2333 -5.2927
O -1.1725 -3.2624 -4.9718
O -1.0532 1.8793 4.0616
O 4.2397 -0.9664 4.4241
O -3.2276 3.3381 -1.4284
O -0.5678 -1.7122 9.7833
O 4.0516 -1.8007 7.5178
O -3.6956 5.6988 -3.0357
O 0.9671 0.1090 1.1428
O -0.7895 -0.4077 -5.1575
O -4.1535 -1.7667 -1.7354
O -0.0882 0.2483 -1.2550
O -5.9603 -4.2448 -3.5220
O -0.8455 -0.9188 6.8502
O 1.0387 -4.8117 0.8360
O 7.2906 -0.5654 -3.6345
N 0.1333 -2.7811 1.2331
N -2.6837 3.2720 3.3398
N 2.2613 4.0991 -4.7231
N 5.0964 -0.0443 -3.6339
C 0.3043 -1.4015 7.5015
C 4.8102 -0.7314 -2.4033
C 3.1657 3.4197 -5.4782
C -2.4265 5.2425 -2.6984
C 0.2621 1.4847 -0.6941
C -1.0879 -3.3386 1.8019
C -2.2152 1.2525 2.0909
C -4.2360 5.1298 -4.1979
C 3.7762 4.1637 -6.6377
C -1.6221 -4.0655 -3.9065
C -1.8586 -1.1440 9.9485
C 1.5425 3.4379 -3.6555
C 0.2888 -0.9603 8.9448
C 4.6433 -2.8330 6.7509
C 6.4909 0.6769 -5.4978
C -4.8457 -3.0088 -1.7725
C 5.1461 0.0352 4.0382
C 6.3470 0.0132 -4.1547
C 3.3321 -0.6164 5.4354
C -1.9671 2.1307 3.2977
C -3.5992 1.9763 -1.5259
C -1.6030 0.3453 -4.3017
C -3.0839 -1.8175 -0.7943
C 0.9746 -0.4227 -1.8568
C 2.4626 -2.9316 0.5584
C -2.5195 4.2824 4.3835
C -5.8216 -4.2345 -4.9242
C 1.1414 -3.5967 0.8603
C -2.1694 -2.3904 -5.4449
C -2.3438 3.7413 -2.4619
C 1.1984 1.3592 0.5164
C -1.4888 -1.2023 -6.0989
C -0.6947 -0.9496 5.4580
C -5.8120 -2.9417 -2.9362
C 3.8993 -0.5796 6.8626
C 1.4703 0.0211 2.4705
H -2.9804 1.2927 -2.1107
H 3.3135 0.1996 7.3547
H -4.7438 4.1801 -4.0139
H 5.8839 0.2422 4.8203
H -1.5434 -0.4640 4.9914
H 0.4668 -2.4870 7.5292
H -2.1668 1.7634 1.1302
H 2.4903 -1.3126 5.3527
H 0.2300 -0.4570 5.1288
H -0.8546 -4.1501 2.4892
H -1.6536 -2.5474 2.2873
H 5.6454 -0.5846 -1.7191
H 4.6232 0.9750 3.8105
H 2.2660 1.5364 0.3453
H 4.5625 -3.7092 7.3926
H -1.5978 0.3632 2.1333
H 5.8087 0.2264 -6.2235
H -3.5387 -1.9612 0.1997
H -0.6587 1.9087 -0.2975
H 4.6113 -1.7960 -2.5339
H -1.9417 5.8437 -1.9242
H 4.3784 0.4813 -4.1122
H 3.9431 -0.2887 -1.9152
H -2.5570 3.3020 -3.4427
H 6.4078 1.7556 -5.6328
H 5.7062 -2.6470 6.5647
H 0.2717 0.1289 9.0774
H -3.4917 5.1027 -5.0031
H 7.4862 0.4582 -5.8880
H -1.0574 1.1731 -3.8521
H -1.6739 5.4363 -3.4957
H -2.0438 -0.3136 -3.5463
H -2.3293 -4.8216 -4.2754
H -4.1629 -3.8600 -1.8779
H 4.8872 -0.0938 6.7654
H -6.6695 -3.7143 -5.4001
H -2.5503 -0.8731 -0.7533
H -4.9337 -3.6904 -5.2592
H -0.7627 -4.5824 -3.4874
H -0.7141 -1.5587 -6.7778
H -5.5250 -2.1474 -3.6263
H 0.9581 4.1094 -3.0289
H 1.7959 4.8869 -5.1418
H 3.4243 5.1904 -6.7047
H -2.9755 5.1842 3.9721
H 1.2676 0.8693 3.1264
H -0.5705 -1.9727 5.0644
H -2.8263 -2.9019 -6.1621
H 0.1582 -1.7798 1.1024
H 4.1311 -3.0090 5.8082
H 2.4168 -1.9247 0.1493
H -1.6857 -3.7906 1.0025
H -3.4367 3.4214 2.6929
H -1.4678 4.4510 4.5853
H -2.4127 -1.8017 10.6139
H 2.2922 3.0510 -2.9566
H 3.6014 3.6111 -7.5562
H -5.0116 5.7967 -4.5864
H 0.6804 2.1711 -1.4393
H -2.3929 -1.0882 8.9942
H 2.9795 -2.8370 1.5220
H -3.9261 1.5838 -0.5677
H 3.1077 -3.5569 -0.0528
H -1.7785 -0.1320 10.3578
H 0.7318 -1.4701 -2.0692
H 1.2724 -1.2084 9.3730
H 1.9449 -0.3897 -1.3651
H -5.8649 -5.2649 -5.2661
H -2.7932 -2.0217 -4.6199
H -4.5002 1.9656 -2.1685
H -2.1891 -0.5663 -6.6532
H -2.1402 -3.4839 -3.1382
H 0.9410 2.5989 -4.0106
H 2.8125 0.3390 5.2420
H -2.4891 -2.7089 -1.0059
H -3.2738 0.9507 2.1237
H -1.3465 3.4706 -2.0931
H 1.1940 -0.9593 7.0379
H 1.0830 -0.8979 2.9060
H -3.0893 4.0338 5.2787
H 4.8512 4.1507 -6.4454
H -5.3484 -3.1203 -0.8035
H -6.8345 -2.7301 -2.6016
H 1.1543 -0.1673 -2.9192
H 2.5530 -0.1316 2.3667
H 0.8501 2.0867 1.2634
H -2.4353 0.8262 -4.8440
H 5.6613 -0.2853 3.1360
```

ΔE to the lowest compared entry with this formula, charge and spin = 4.4 kcal/mol
LUMO energy = 0.003 Ha
SMILES = CNC(C)=O.CNC(C)=O.CNC(C)=O.CNC(C)=O.COCCOC.COCCOC.COCCOC.COCCOC.COCCOC.COCCOC
Electronic energy = -77472.57065 eV
Gap between HOMO and LUMO = 0.342 hartree
Spin multiplicity = 1

Results of the Löwdin charge analysis, in e, for atoms 1 through 8:
1. O 0.038
2. O -0.162
3. O 0.038
4. O -0.207
5. O -0.169
6. O -0.177
7. O -0.169
8. O -0.154



Computed, not measured: a 10-piece molecular cluster, C36H89N13O12 overall in a non-equilibrium geometry, with ωB97M-V/def2-TZVPD.

Structure (XYZ):
```
150
Properties=species:S:1:pos:R:3
O 0.1486 -4.5419 -1.1604
O 3.4709 1.5980 2.4409
O -1.6211 -4.0455 1.2478
O 3.2710 0.0746 -1.0542
O 2.6674 -3.6433 1.9034
O -0.8502 0.2014 3.5576
O 1.6115 1.8181 5.1293
O -5.0630 0.6044 1.9220
O 2.3651 5.4196 -0.5864
O -1.2821 -0.9194 -0.3890
O 5.9776 -0.7631 -1.1399
O -4.3410 -4.4910 -4.5671
N 1.3853 4.0745 5.3825
N 3.3809 2.5489 0.3848
N 0.5036 -0.1972 -1.5444
N -0.0372 2.9168 3.9982
N -4.7299 -3.1568 -4.7618
N 1.2155 4.6626 -0.9584
N 3.2609 3.8668 2.2590
N -2.9595 0.9487 1.1394
N -0.8098 -1.2690 5.2680
N 3.5476 -2.6340 2.3488
N -3.9521 -1.0564 0.7862
N -2.6781 -1.0752 3.9202
N 0.4053 0.1400 0.7450
C -5.1436 -0.9557 -3.7418
C 2.4387 3.9477 -2.9439
C 3.3863 2.6020 1.7477
C -5.6700 -3.0489 -2.4688
C 0.0344 5.0177 -0.1930
C -1.3861 -0.7353 4.1471
C 0.0458 3.5146 -2.6768
C 2.8901 -1.3943 2.8419
C -5.3950 -3.5186 -7.1039
C -0.5595 6.4181 -0.4106
C 1.0307 2.8538 4.8425
C -1.3280 -3.1779 0.1576
C -4.7076 -2.3918 -3.5062
C 1.1424 4.5828 -2.4356
C 5.1993 -0.7808 0.0790
C -7.0932 -3.8312 -5.3495
C 5.7886 -2.0648 2.9906
C 1.7409 -0.9811 1.9328
C -1.0177 3.9165 -0.4746
C 0.0802 -3.3833 -0.3531
C -6.3695 -0.7624 -4.6477
C 5.3151 -4.2979 2.1239
C 0.7891 5.8533 -3.2014
C 4.5373 -3.6968 4.4347
C 2.3896 -1.5088 4.3033
C -4.0762 0.1890 1.3127
C -5.8276 -3.0193 -5.7132
C 3.7710 -1.0686 -0.3427
C 4.7389 -3.1811 2.9951
C 5.3035 -0.7099 3.4573
C -1.2916 3.7523 -1.9850
C -0.1779 -0.3570 -0.3723
C 0.3998 4.8542 1.2882
C 3.9731 -0.2954 2.8400
C -6.1593 -1.5494 -5.9201
C -3.3027 -2.3747 -2.9305
H 5.1364 -0.6334 4.5426
H 3.5333 -3.9291 4.7857
H 1.5848 -2.2548 4.2836
H -7.2962 -1.0820 -4.1689
H -0.2919 5.9051 -3.3417
H 2.0896 -0.7166 0.9316
H -1.8868 4.6182 -2.2800
H -0.1129 3.3981 -3.7545
H 1.3865 0.2887 -1.4916
H 4.0955 0.3174 1.9384
H 0.9979 5.6447 1.7450
H -5.7618 -4.1095 -2.6998
H 5.5721 -3.9090 1.1314
H 5.0878 -4.6329 4.5972
H 3.0530 3.9348 3.2367
H 6.1018 0.0350 3.3867
H -6.3719 0.3088 -4.8539
H 3.7738 -1.9325 -1.0054
H -1.1510 -2.0324 5.8166
H -3.3517 -1.9277 -1.9360
H -1.4645 -2.1313 0.4470
H -1.0296 -3.8484 1.9791
H 3.5343 0.4788 3.4863
H 2.2874 3.7460 -4.0078
H -1.9454 2.8813 -2.0608
H -7.0686 -1.4649 -6.5273
H 3.2951 3.3631 -0.1991
H -0.5103 4.9691 1.8979
H 0.0750 -0.8465 5.4857
H 6.2049 -4.7350 2.5674
H 3.1510 -1.5383 5.0708
H -0.5832 2.9982 -0.0680
H -2.9578 1.9221 1.3766
H 3.1805 -1.1987 0.5625
H -5.2110 -4.5931 -7.1127
H 0.7188 -3.4942 0.5315
H -2.6507 -1.7128 -3.5096
H -3.0414 -1.2918 0.4155
H 0.4364 2.5489 -2.3493
H -4.3391 -0.2835 -4.0537
H -5.4482 -0.5012 -2.7894
H -1.9311 4.1070 0.0912
H 1.0583 -4.8130 -1.3000
H 5.2694 0.1527 0.6477
H -3.1607 -1.8215 4.3834
H -2.0647 -3.3941 -0.6163
H -0.4336 3.7988 3.7430
H 5.6669 -1.5225 0.7351
H -5.3118 -2.9595 -1.4411
H 6.6375 -2.2941 3.6494
H 3.2408 4.6900 -2.9733
H 1.9518 4.0612 6.2128
H 4.5438 -5.0117 1.8306
H 3.7120 0.0624 -1.9128
H 1.0712 -1.8093 1.6930
H -4.7353 -1.6776 0.7419
H 0.7125 3.8336 1.4950
H 6.8949 -0.8367 -0.8627
H -7.7256 -3.9852 -6.2194
H 2.0752 6.3256 -0.3943
H 3.3546 1.6251 -0.0160
H 2.1220 -3.8552 2.6820
H -6.7258 -4.8258 -5.0658
H 1.1243 5.7209 -4.2371
H -2.2836 0.6183 0.4648
H -7.5844 -3.4973 -4.4358
H 5.0289 -3.0594 5.1754
H -4.4273 -3.0500 -7.3297
H 1.7853 -0.6237 4.5277
H 0.7135 4.8215 5.3699
H -5.4069 -1.0521 -6.5436
H -0.1135 -0.0315 1.5966
H 6.2861 -1.9534 2.0236
H -6.6609 -2.5900 -2.4662
H -2.7965 -3.3361 -2.8547
H -3.1848 -0.5656 3.2208
H 3.2258 4.6469 1.6296
H -0.9526 6.4366 -1.4236
H -3.5756 -4.5941 -5.1416
H -0.2732 2.0611 3.5169
H 1.2110 -0.1839 2.4451
H 0.0335 -0.4447 -2.3928
H 1.2112 6.7973 -2.8647
H -1.3403 6.6306 0.3193
H 2.7266 3.0663 -2.3787
H 1.2382 0.7016 0.7354
H -6.0366 -3.1585 -7.9046
H 0.1432 7.2463 -0.2697
H 0.4875 -2.5146 -0.8869
```

ΔE to the lowest compared entry with this formula, charge and spin = 141.5 kcal/mol
LUMO energy = 0.007 Ha
SMILES = CC1(C)CCCC(C)(C)N1O.CC1(C)CCCC(C)(C)N1O.CC1(C)CCCC(C)(C)N1O.NC(N)=O.NC(N)=O.NC(N)=O.NC(N)=O.NC(N)=O.OCCO.OCCO
Electronic energy = -82710.77502 eV
Gap between HOMO and LUMO = 0.294 hartree
Spin multiplicity = 1

Results of the Löwdin charge analysis, in e, for atoms 1 through 8:
1. O -0.043
2. O -0.051
3. O -0.064
4. O -0.106
5. O -0.028
6. O -0.017
7. O 0.035
8. O 0.003



Q: Among the records above, which one has the lowest electronic energy?
A: C36H89N13O12



Q: Which value of electronic energy does entry 2 give?
A: -82710.77502 eV